Formula: C5H11NOS
Source: the Open Molecules 2025 dataset
Level of theory: wB97M-V/def2-TZVPD

Summary:
**Lowest unoccupied orbital energy (alpha / beta)**: -0.317 / -0.318 eV
**HOMO-LUMO gap (alpha / beta)**: 0.2828 / 0.2827 hartree
**F_max**: 0.1045 Eh/bohr
**Molar mass**: 133.22 g mol⁻¹
**Energy above the lowest of the compared OMol25 structures with the same formula, charge and spin**: 149.5 kcal per mole

CARTESIAN COORDINATES (ANGSTROEM)
C  1.673  1.260  0.654
C  -2.027  0.688  1.575
C  1.299  0.376  -0.282
C  2.157  -0.780  -0.694
C  0.089  0.524  -1.055
N  -1.694  -1.733  0.222
O  -3.075  0.210  -0.749
S  -1.935  0.028  0.086
H  1.106  2.218  0.823
H  2.571  1.119  1.204
H  -2.550  1.542  1.490
H  -0.986  0.581  1.998
H  2.632  -1.267  0.165
H  1.912  -1.550  -1.284
H  2.931  -0.344  -1.335
H  0.124  -0.080  -1.832
H  -0.122  1.528  -1.318
H  -2.292  -2.026  0.949
H  -1.814  -2.294  -0.617